Entry 1:
The following is a DFT calculation (ωB97M-V/def2-TZVPD) of a molecular structure, C49H38ClI2N8O4RbS.

M	1209.691	g mol⁻¹
E_HOMO	-1.68	eV
E	-4107.1033	Eh
ΔE to the lowest compared entry with this formula, charge and spin	0.084	eV
gap between HOMO and LUMO	4.699	eV

The geometry in ORCA input format:
```
! wB97M-V def2-TZVPD RIJCOSX def2/J DEFGRID3
* xyz -2 1
Rb 0.04242 -0.57482 0.09889
C -10.97151 9.57885 -1.58617
O -10.84108 8.64741 -0.53559
C -9.73737 7.84034 -0.56621
C -9.59710 6.95024 0.49819
C -8.52327 6.08921 0.54969
C -7.54739 6.08173 -0.45896
C -7.69679 6.98533 -1.50178
C -8.78177 7.86233 -1.56457
C -6.43124 5.14076 -0.37609
N -6.20160 4.32702 0.62110
C -5.06234 3.63167 0.28250
C -4.58613 4.02507 -0.95710
N -5.46906 4.99759 -1.36063
C -3.45048 3.48958 -1.58833
C -2.84630 4.03484 -2.77712
C -1.81083 3.41595 -3.34881
C -1.38490 2.05442 -2.82151
N -1.64620 1.87782 -1.38929
C -2.71485 2.46592 -0.91020
C -3.18711 2.07002 0.45078
N -2.49354 1.10827 1.08725
C -2.91765 0.67568 2.26224
C -4.05191 1.18324 2.90327
C -4.76895 2.17168 2.27746
C -4.35374 2.63129 1.02116
H -11.88062 10.14053 -1.38886
H -11.06098 9.08288 -2.55732
H -10.12451 10.27081 -1.61969
H -10.35142 6.95994 1.27614
H -8.40511 5.39519 1.37196
H -6.95791 7.03108 -2.29394
H -8.85647 8.55319 -2.39290
H -5.43681 5.49374 -2.23099
H -3.19408 4.99227 -3.16214
H -1.27409 3.84181 -4.19114
H -1.96421 1.28937 -3.36973
H -2.35590 -0.13141 2.72386
H -4.34407 0.78690 3.86739
H -5.65635 2.60565 2.72218
C 0.52877 2.57015 1.08069
N 1.33759 2.31250 -0.10019
C 2.75036 2.42463 0.20575
C 0.92423 3.15176 -1.22455
C 1.13948 2.46150 -2.55676
C 2.40758 2.41463 -3.13298
C 2.65104 1.71388 -4.30860
C 1.60507 1.04077 -4.92543
C 0.33168 1.10916 -4.37504
C 0.07104 1.82916 -3.21086
H 0.67034 3.59135 1.47671
H 0.80637 1.85775 1.86128
H -0.52621 2.42591 0.83623
H 3.04550 3.47352 0.40025
H 3.36027 2.03812 -0.61003
H 2.97890 1.83504 1.09376
H 1.44501 4.12451 -1.21222
H -0.13547 3.33223 -1.10344
H 3.21589 2.97493 -2.67397
H 3.65167 1.68290 -4.72467
H 1.77322 0.46714 -5.82966
H -0.49499 0.61102 -4.87289
I -0.32548 -6.04452 1.31015
C 0.99164 -5.33637 -0.15144
C 1.90979 -6.21469 -0.72111
C 2.75766 -5.79229 -1.71764
I 4.08484 -7.21165 -2.53816
C 2.70675 -4.46486 -2.20356
C 3.50962 -3.95599 -3.24936
C 3.36521 -2.66132 -3.65621
C 2.41377 -1.85079 -3.01509
N 1.64858 -2.28031 -2.04155
C 1.76957 -3.56336 -1.61778
C 0.85105 -3.97347 -0.53819
O 0.01877 -3.17598 -0.04773
H 1.94695 -7.24083 -0.38009
H 4.23062 -4.60657 -3.72652
H 3.97316 -2.25321 -4.45452
H 2.27860 -0.81775 -3.31389
Cl 7.45554 -0.48150 -2.52140
C 6.34678 -0.31375 -1.17319
C 4.98560 -0.27765 -1.41981
C 4.11250 -0.13808 -0.34900
C 4.59373 -0.00372 0.94607
C 5.96481 -0.04360 1.16703
C 6.85319 -0.20655 0.11188
C 3.63787 0.19570 2.11720
O 4.12163 0.68186 3.16494
O 2.44724 -0.17148 1.93421
H 4.61862 -0.36063 -2.43265
H 3.04038 -0.09929 -0.50960
H 6.32415 0.06909 2.18246
H 7.92240 -0.24473 0.27875
S -1.70076 -2.36681 4.21192
C -0.02538 -2.38918 4.08730
N 0.65710 -1.18385 4.15080
C 1.99687 -1.08961 4.21679
C 2.73572 -2.23578 4.19201
C 2.02720 -3.42295 4.01920
N 0.71078 -3.51690 3.99056
H 0.08351 -0.35663 4.12347
H 2.43649 -0.11446 4.35598
H 3.81373 -2.19560 4.22799
H 2.56265 -4.36316 3.90445
*
```

=====

Entry 2:
The following is a DFT calculation (ωB97M-V/def2-TZVPD) of a molecular structure, C49H38CsOP2S at a distorted geometry.

M	869.762	g mol⁻¹
E_HOMO (alpha / beta)	-2.76 / -1.77	eV
E	-3066.1491	Eh
ΔE to the lowest compared entry with this formula, charge and spin	0.642	eV
gap between HOMO and LUMO (alpha / beta)	4.841 / 3.849	eV

The geometry in ORCA input format:
```
! wB97M-V def2-TZVPD RIJCOSX def2/J DEFGRID3
* xyz -1 1
Cs -0.24336 2.60173 -1.39052
O 0.34424 0.33151 0.09041
S -0.66166 -0.42429 -0.72608
C -1.44288 -1.63031 0.33232
C -0.92754 -2.92866 0.41934
C -1.66697 -3.99541 0.90452
C -2.96965 -3.76364 1.29794
C -4.04007 -4.69891 1.80023
C -5.25249 -3.78423 2.11031
C -4.77976 -2.39559 1.77545
C -5.40367 -1.17162 1.87479
C -4.71407 -0.04035 1.46399
C -3.40501 -0.08069 0.93923
P -2.54412 1.47886 0.58342
C -3.94756 2.66451 0.57536
C -4.94505 2.49227 -0.38932
C -6.04426 3.32526 -0.42855
C -6.16576 4.36188 0.48680
C -5.14736 4.58786 1.39834
C -4.04648 3.75262 1.43910
C -1.86326 1.79323 2.26294
C -2.68895 1.65405 3.38034
C -2.18667 1.81386 4.65291
C -0.83995 2.09435 4.84248
C -0.00585 2.20734 3.74374
C -0.51138 2.06765 2.46452
C -2.74207 -1.33491 0.81604
C -3.46875 -2.45412 1.27953
C 0.27661 -1.53897 -1.77141
C -0.53555 -2.44030 -2.46460
C -0.02349 -3.51626 -3.17909
C 1.34002 -3.71774 -3.15398
C 2.20111 -4.77258 -3.79988
C 3.64559 -4.43312 -3.35822
C 3.51307 -3.16659 -2.55691
C 4.45679 -2.37142 -1.94251
C 4.03542 -1.18634 -1.35419
C 2.69302 -0.77364 -1.30946
P 2.43285 0.97399 -0.89106
C 3.87100 1.63530 -1.86538
C 5.11958 2.03241 -1.40187
C 6.05186 2.57781 -2.26790
C 5.75340 2.73907 -3.60917
C 4.51854 2.33277 -4.08840
C 3.59248 1.78917 -3.22218
C 3.14479 1.09322 0.78891
C 3.30833 -0.00513 1.62421
C 3.84053 0.15027 2.89150
C 4.21644 1.40334 3.34703
C 4.01892 2.51103 2.53644
C 3.47972 2.35671 1.27389
C 1.68777 -1.64432 -1.81158
C 2.16135 -2.80313 -2.47357
H 0.08806 -3.09442 0.09527
H -1.23014 -4.98387 0.96179
H -3.70868 -5.24597 2.68839
H -4.28767 -5.44641 1.03913
H -5.55956 -3.85388 3.15818
H -6.12339 -4.05362 1.50316
H -6.40483 -1.07892 2.27769
H -5.21897 0.91399 1.54186
H -4.85861 1.66956 -1.09107
H -6.81687 3.16974 -1.17045
H -7.05010 4.98427 0.49066
H -5.21633 5.41781 2.08846
H -3.26307 3.93517 2.16237
H -3.73272 1.41372 3.24015
H -2.84351 1.71065 5.50606
H -0.44449 2.21092 5.84190
H 1.05053 2.39612 3.87854
H 0.16237 2.13879 1.62388
H -1.60760 -2.29242 -2.40863
H -0.68802 -4.18632 -3.70690
H 2.09678 -4.72662 -4.88903
H 1.91409 -5.78183 -3.49262
H 4.30343 -4.28867 -4.21913
H 4.08308 -5.23224 -2.75298
H 5.50782 -2.62987 -1.94439
H 4.78083 -0.53046 -0.92085
H 5.36851 1.93199 -0.35332
H 7.01713 2.89157 -1.89025
H 6.47333 3.19561 -4.27542
H 4.27131 2.46350 -5.13395
H 2.61190 1.49833 -3.58435
H 3.01385 -0.98321 1.27448
H 3.97274 -0.71228 3.53026
H 4.66249 1.51908 4.32736
H 4.29381 3.49507 2.89228
H 3.32778 3.22480 0.64166
C 0.90941 3.69349 -3.93151
H 0.78681 3.25787 -4.94258
H 1.86865 4.23912 -3.99633
*
```